(1)
DFT (the ωB97M-V functional and the def2-TZVPD basis) results for a 6-piece molecular cluster, C38H68N8O6 overall.

Properties
- Net charge: +6
- Highest occupied orbital energy: -22.05 eV
- Kohn-Sham gap: 8.536 eV
- LUMO level: -13.52 eV

XYZ file:
```
120
Properties=species:S:1:pos:R:3:forces:R:3:lowdin_charge:R:1
C -0.148081 4.653189 -3.230504 -0.3 -0.5 0.2 0.01
H 0.667493 1.216351 -6.470652 -0.5 0.0 0.5 0.10
H -4.917781 0.609966 5.629153 0.6 -0.4 -0.6 0.18
H 1.924412 -2.789995 -5.679112 0.1 0.4 -0.5 0.15
H -3.299263 -4.068329 -3.071665 -0.1 0.2 0.3 0.10
O 3.972634 -1.506927 -4.927488 0.7 0.1 -0.3 -0.08
H 4.981804 -2.014942 -0.936188 0.2 -0.3 -0.1 0.15
N -3.567116 0.752267 4.044012 0.8 0.6 0.7 -0.06
O -0.453180 1.530910 0.847449 0.0 -1.0 -0.2 -0.06
N -2.652447 -6.090934 5.235714 -0.2 2.0 -1.2 -0.07
C -4.856840 0.061383 0.754618 0.9 1.3 -0.1 -0.06
C -2.374730 -1.164092 3.371166 -0.4 -2.3 1.5 0.03
N -2.286656 -2.661281 -1.001871 0.6 0.0 0.3 0.20
H -1.590226 -1.605118 2.786005 0.1 0.1 -0.3 0.10
H -1.917535 -1.822742 -0.457246 -0.3 -0.8 -0.4 0.12
C -2.610461 0.162654 3.287121 0.4 1.0 -0.6 -0.03
C 4.644668 2.067191 2.019352 0.3 1.7 -0.2 0.07
H -0.425085 -2.082842 -5.572629 -0.1 -0.6 0.1 0.10
C -0.376044 5.358479 -0.416698 0.3 -0.6 -0.4 -0.18
C 3.198844 5.287114 3.248976 -0.5 0.6 -0.4 0.05
C 2.075683 4.435982 -2.167989 -0.5 -1.1 -0.1 0.02
H 1.917454 0.414825 -7.348413 -0.2 0.0 0.4 0.12
C 0.490647 6.129528 -1.414108 -0.2 0.1 1.1 -0.10
N 4.278403 -2.695178 0.867686 0.1 0.2 -0.3 -0.09
H -0.367231 3.769091 -2.633330 0.0 0.1 0.0 0.10
C -3.972582 -4.274155 4.485282 -0.9 -0.1 0.5 0.04
C -4.059924 -3.603848 -2.429653 -1.0 -0.6 -0.3 -0.04
H -4.894552 -3.332195 -3.077016 0.1 0.1 -0.2 0.11
H -0.155332 3.558246 0.361185 0.5 0.3 0.1 0.06
H 3.644364 -0.518461 -6.808289 0.3 0.0 0.5 0.12
H 1.284917 3.716759 3.015541 0.3 -0.2 0.0 0.15
C 2.198275 3.193142 2.743075 0.6 -1.3 -1.1 0.04
H 2.014312 5.929726 -4.419502 -0.2 0.1 0.6 0.13
C 3.513297 -1.471581 -6.284444 1.1 -0.9 -0.3 -0.22
H 2.302461 1.114929 -5.780857 0.4 0.2 0.5 0.09
C 4.044298 -0.447528 0.115801 -0.1 0.9 0.7 0.04
H 3.127595 -0.800083 3.334957 -0.1 -0.5 0.0 0.14
O 0.381639 4.377335 0.334090 -0.7 -0.3 -0.6 -0.10
H -4.715686 -6.263570 4.875705 0.1 -0.1 0.1 0.17
H 4.837582 -1.953258 -4.955090 -0.4 0.4 0.2 0.12
C 3.409158 -1.142935 2.345425 -0.6 1.4 -0.8 0.07
N 3.353781 3.898337 2.832904 -0.1 -0.8 -0.1 -0.08
O -0.747634 -0.655840 0.882052 0.4 1.4 -0.8 -0.10
C 3.518882 -0.103002 1.357413 1.1 0.0 1.7 -0.08
C 4.471426 -1.728953 -0.036010 -0.3 -0.5 -0.7 0.00
H 2.992500 5.384017 4.297900 0.1 -0.2 0.6 0.12
H 2.384603 3.861298 -3.040090 0.1 0.2 -0.1 0.11
H 0.746126 7.052287 -3.915892 0.0 -0.2 0.2 0.13
H 4.929453 -4.263085 -0.431554 0.0 0.3 0.0 0.12
N 0.983860 5.375579 -2.607422 0.5 0.4 0.3 -0.36
H 5.940242 -3.901479 1.026301 0.0 -0.1 -0.3 0.14
H -4.409431 2.431808 3.116854 0.1 0.0 0.3 0.11
C -4.048890 -1.319498 5.122612 1.6 -0.2 -1.3 0.08
O -4.047858 -0.664871 -0.165253 0.1 0.8 0.7 -0.19
H 0.657982 0.016871 -3.726410 0.1 0.5 -0.1 0.08
C -2.868397 -3.443084 4.556013 -0.3 1.3 -1.3 -0.16
C -3.796008 2.225101 4.004793 0.1 0.1 -1.2 0.06
C 1.387387 -0.670955 -4.129564 0.0 -1.0 -1.2 0.02
H -2.420973 -8.079185 4.586300 0.0 0.3 0.1 0.13
H -0.846752 -0.367309 -5.435525 0.3 -0.3 -0.1 0.11
H 2.313827 5.621743 2.710038 0.2 0.5 0.0 0.11
H 1.382053 6.450689 -0.877342 0.0 0.3 -0.1 0.14
C -3.621362 -2.368068 -1.715855 0.5 0.3 0.6 -0.31
H -4.165923 0.868937 1.012482 -0.4 0.3 0.1 0.08
O -0.297999 0.378717 -1.008335 0.0 0.0 1.6 -0.03
H -4.677526 -2.583893 0.203350 -0.1 0.6 -1.0 0.15
H 4.106908 -2.199759 -6.838943 -0.2 0.0 -0.3 0.15
H 3.633692 -3.247212 2.806300 0.1 -0.1 -0.3 0.16
C 3.455538 1.364079 1.863310 0.4 -2.0 -0.9 -0.14
H -4.304418 2.592706 4.885056 -0.1 -0.3 0.2 0.11
C -4.205944 0.056223 4.980416 -1.5 -0.5 0.8 0.03
H -0.482267 -1.027873 -7.008780 0.4 -0.2 -0.1 0.12
C 1.547925 6.407152 -3.536128 -0.6 -0.4 -1.7 0.03
H -2.355869 -3.494005 -0.368157 -0.2 1.0 -0.6 0.18
H -0.053415 7.019147 -1.763844 0.1 -0.3 0.1 0.16
H -1.244784 4.906067 -0.917293 0.2 0.1 0.3 0.13
H 4.294179 0.276169 -0.652711 -0.2 0.0 0.1 0.14
H -1.590653 -2.931128 -1.720179 -0.3 0.3 0.5 0.16
H 1.174507 -1.638787 -3.654609 0.0 0.0 -0.5 0.10
H 2.437215 -0.466298 -3.967072 -0.1 0.4 0.2 0.08
H -2.842573 2.740534 3.898185 0.0 -0.2 0.0 0.11
C -4.588393 -1.820495 -0.644588 -1.0 -2.2 -0.6 -0.22
C 4.567467 3.400391 2.486417 -0.4 -1.1 0.1 0.06
H -4.952394 -3.884088 4.198864 0.3 -0.2 0.2 0.15
H 1.356203 1.257193 2.142225 -0.2 0.4 -0.1 0.11
H -3.351355 -7.907823 6.079478 0.1 0.3 0.0 0.13
C 2.098680 -1.897522 -6.309259 -1.5 0.4 0.6 -0.07
C -1.612288 -3.960408 4.755338 -0.2 -1.5 1.4 0.05
C -3.868881 -5.588388 4.869777 0.9 -0.2 0.1 0.06
H 1.656327 3.717289 -1.433022 0.2 0.7 -0.4 0.10
N -0.475901 0.430633 0.236301 -0.7 -0.6 -0.9 -0.54
C -0.214531 -1.105922 -5.957689 -0.6 1.0 0.4 -0.01
H 5.447285 4.050174 2.636313 -0.6 -0.4 -0.2 0.17
H -0.574332 -5.812807 5.249060 -0.4 0.1 0.5 0.16
C 2.230938 1.889353 2.201855 -0.1 1.3 1.4 0.04
H 5.628420 1.702970 1.692845 -0.6 0.0 0.4 0.15
H 0.075264 4.328635 -4.229984 0.4 0.0 -0.4 0.11
C -2.512506 -7.496903 5.513271 0.2 -1.5 0.1 0.03
H 2.256036 7.018255 -3.037733 0.7 0.4 0.6 0.11
H 4.074683 5.855860 2.981625 0.2 0.2 -0.1 0.12
H -1.027063 5.288173 -3.265110 0.0 0.2 0.0 0.13
C -1.535257 -5.307031 5.151952 -0.4 0.1 -0.9 0.06
H 4.393597 -4.720129 1.210057 0.3 0.1 -0.4 0.12
H 2.934115 4.963987 -1.745572 -0.3 0.2 -0.2 0.12
C 3.701313 -2.465653 2.058099 0.3 1.6 0.1 0.03
H -4.550401 -1.892688 5.873161 -0.5 0.1 0.4 0.14
H -0.736726 6.079295 0.287428 -0.4 0.6 0.3 0.13
H -5.610840 -1.713659 -1.122067 1.0 0.0 0.5 0.17
C 4.928275 -3.964850 0.612980 0.2 -1.6 1.1 0.04
C 1.542809 0.605028 -6.331975 -0.1 -1.6 -0.7 0.05
H -5.114019 -0.407918 1.703747 0.0 -0.8 -0.2 0.09
H 1.673059 -2.038814 -7.317232 0.4 0.0 0.4 0.16
N 1.212815 -0.780996 -5.673468 -0.1 1.1 0.1 -0.30
H -0.747937 -3.326130 4.806118 0.3 0.0 -0.1 0.13
H -1.599645 -7.594558 6.073083 0.2 -0.4 0.3 0.11
H -4.511322 -4.359923 -1.774641 0.4 0.0 0.1 0.11
H -1.939901 0.743894 2.624143 -0.9 0.0 0.4 0.13
H -5.756075 0.487190 0.302476 0.1 -0.2 -0.1 0.12
H -3.361069 -1.597308 -2.457471 -0.2 0.0 0.5 0.16
C -3.089034 -1.976521 4.308299 -0.5 1.4 0.3 -0.08
```
Positions in Å, forces in eV/Å.



(2)
DFT (the ωB97M-V functional and the def2-TZVPD basis) results for a 40-piece molecular cluster, H80O40 overall.

Properties
- Net charge: +1
- Energy above the lowest of the compared OMol25 structures with the same formula, charge and spin: 712.0 kJ/mol
- Highest occupied orbital energy (alpha / beta): -12.70 / -11.84 eV
- Spin multiplicity: 2
- Kohn-Sham gap (alpha / beta): 9.468 / 1.817 eV
- <S²>: 0.7566
- LUMO level (alpha / beta): -3.23 / -10.02 eV

XYZ file:
```
120
Properties=species:S:1:pos:R:3:forces:R:3:mulliken_spin:R:1
H 1.222742 -2.596112 5.296383 0.0 0.3 0.4 0.00
H -0.473951 1.367450 -2.097488 -0.6 0.5 -0.9 0.00
O 1.137478 -0.196087 6.133054 -0.9 1.7 -1.3 0.00
H -2.718269 -0.731577 3.316671 0.3 0.2 -0.4 0.00
H -4.168695 -0.866264 -1.769628 -0.8 1.2 0.1 0.00
O 0.910420 -2.936916 -5.503423 -0.8 2.3 -0.5 0.00
O 0.816055 3.125872 -3.470176 0.4 0.9 1.8 0.00
H -3.605477 1.100766 -1.890454 1.8 0.1 -0.1 0.00
H -2.024914 5.507426 0.152554 -1.3 -0.8 -1.6 0.00
O -1.492244 -1.837178 -3.585354 0.4 1.7 1.7 0.00
H -4.080175 2.663739 1.913759 -0.7 0.5 -0.1 0.00
H 5.045730 -1.298783 1.808756 -1.8 1.1 -0.1 0.00
H 0.554674 -5.326759 -4.431728 0.3 -0.6 -1.5 0.00
H -2.529144 -5.581204 0.069496 -0.8 1.7 -1.2 0.00
O -6.039017 2.057225 -0.257946 0.5 -1.8 1.3 0.00
H 0.804006 -3.928752 5.086584 -0.2 -1.4 -0.4 0.00
H 4.205277 -3.306603 0.311659 0.1 0.4 -1.6 0.00
H 0.928111 -0.920090 6.688449 -0.2 -1.5 1.1 0.00
H -0.443755 3.845168 0.985198 -0.9 -1.0 -1.5 0.00
O -1.557958 4.442852 3.207649 0.8 0.0 -0.3 0.00
O -4.355181 0.524636 1.349480 0.2 0.5 0.2 0.00
O 0.292958 -2.987379 2.977755 -0.1 -0.3 -3.2 0.00
O -3.960854 -0.782642 -3.645633 -1.3 -1.2 -2.1 0.00
H 2.030432 -2.460211 -1.492839 -0.2 0.2 -0.9 0.00
H -5.386098 2.589870 0.248554 -0.6 0.5 -0.3 0.00
H 1.323107 0.604775 1.730723 1.8 -1.0 -0.6 0.00
H 2.394771 5.185026 2.019110 0.3 0.4 0.4 -0.01
H 1.325171 -2.266571 -6.072689 0.3 -0.6 -0.2 0.00
H -3.725905 -1.314263 -4.432665 0.6 0.8 0.1 0.00
O 1.428367 0.915387 -0.710393 -0.8 -0.7 1.2 0.00
H 0.599909 2.285286 5.532780 0.0 -0.5 0.1 0.00
O -1.928070 -0.644861 3.853685 1.4 0.5 0.5 0.00
O 0.496828 0.866503 2.066266 -1.9 1.8 0.6 0.01
H 0.192788 3.852362 -3.551414 0.1 -0.5 -0.7 0.00
H 4.235960 1.435505 -3.692043 0.3 0.4 0.4 0.00
H 2.821595 -1.132969 -1.138770 -0.4 -1.8 -0.4 0.00
H -3.687776 0.659882 0.645030 -0.6 -0.4 0.2 0.00
H -0.891153 -2.917688 -1.595467 -1.6 -3.1 -0.5 0.00
H 2.213104 0.412301 -0.533857 0.9 0.3 0.0 0.00
H -1.476178 -6.635349 -0.109375 0.1 0.0 -0.1 0.00
H 5.356526 1.235248 -0.866320 1.4 0.5 -0.2 0.00
H -0.796538 -1.186911 -3.356438 0.6 -0.3 -1.1 0.00
O 0.962524 3.430144 2.780349 2.5 0.5 0.2 0.48
H 1.686622 4.517170 0.928219 -0.1 0.0 -0.7 -0.01
H 2.755244 3.225506 -2.955922 0.1 0.8 -0.3 0.00
H 0.189835 -2.336984 -5.167294 0.5 -1.4 0.1 0.00
H 1.801965 -2.542770 3.351533 -0.7 0.2 0.2 0.00
O -3.357704 -1.194498 -1.430934 0.6 -2.1 1.4 0.00
H 5.714967 -2.311279 2.612908 0.2 -0.5 0.2 0.00
O 1.675194 5.357635 1.400068 -0.2 -0.5 0.1 0.24
O -0.782060 2.962317 0.674780 0.7 -0.3 1.6 0.01
O -3.116632 1.757465 -3.824173 0.5 1.2 0.3 0.00
H -2.639883 -3.827857 2.426741 0.3 -0.4 -0.1 0.00
O 2.216560 -1.352628 -3.506488 1.7 -3.7 -0.9 0.00
O 5.865659 -1.725966 1.869995 2.0 -0.1 0.1 0.10
H -2.194198 4.541512 3.903750 -0.6 0.5 0.7 0.00
H 3.945885 1.759360 5.347340 0.1 0.1 0.0 0.00
O -1.090653 5.565401 -0.072247 -0.6 1.3 3.2 0.00
H -1.714299 3.546964 2.911085 -0.3 -0.4 -0.5 0.00
H 0.196239 0.217181 -1.563421 -0.4 -0.3 -1.2 0.00
H -0.995711 2.903006 -0.276917 0.4 0.6 0.2 0.00
H -2.342538 -0.610509 0.097761 -1.4 -0.5 -2.3 0.00
H -1.035952 4.146700 -1.573697 -0.2 0.3 -0.2 0.00
H -5.997958 1.253610 0.357995 -0.5 1.3 -1.3 0.00
O 0.464258 -4.625872 -3.812247 -0.9 -1.1 3.3 0.00
H -2.252034 3.182404 -1.525670 -0.4 0.0 -0.3 0.00
O 2.467317 -1.992575 -0.789970 0.9 1.3 1.3 0.00
O -3.508086 1.416533 -0.961451 -1.1 0.0 -1.7 0.00
H 0.375662 3.773782 5.731684 0.5 -0.3 0.2 -0.01
H 0.189856 1.512883 1.382556 -0.3 -0.6 0.0 0.00
H -1.501095 0.117893 0.995158 0.8 0.8 0.6 0.00
O 3.615583 1.064925 4.770679 -1.3 -1.3 1.3 0.00
H 2.339379 -2.326871 -3.806552 -1.6 1.6 0.6 0.00
H -1.226464 -0.120837 3.397600 -1.3 -0.6 0.0 0.00
H 1.617724 1.823323 -0.871501 0.8 0.9 -0.4 0.00
H -1.061651 5.962402 0.863058 1.9 -0.1 -1.5 0.00
H 0.325092 4.034501 3.157106 -1.4 0.3 0.5 0.00
H -3.458061 -2.106412 -1.770054 0.8 0.0 0.7 0.00
H -3.352957 -5.230257 2.439794 0.5 -0.2 -0.3 0.00
O 4.633702 0.751093 -0.523504 -2.7 0.1 -1.0 0.00
H 3.171801 -1.208252 -3.636614 -0.2 1.3 0.6 0.00
O 3.482326 3.780999 -3.306359 0.0 -0.9 0.5 0.00
H 2.604017 -1.547646 4.340760 -0.3 0.3 -0.1 0.00
O -2.123247 -6.289780 0.506820 0.8 -1.5 1.2 0.00
O -0.350015 0.447448 -2.363876 0.3 -0.3 1.2 0.00
O -1.830529 -0.757247 0.858502 0.9 -0.6 1.5 0.00
O 0.567376 -3.208475 5.646888 0.2 1.0 0.6 0.00
H -3.423275 2.740837 0.643308 -0.1 0.7 -0.5 0.00
H 0.231581 0.132903 5.911937 1.0 -0.5 0.1 0.00
H 4.837127 0.266250 0.242510 1.2 -0.6 1.3 0.00
H -2.719536 2.648118 -3.863700 -0.1 -0.5 0.3 0.00
O 4.305418 -3.598322 1.197304 0.0 -1.1 0.8 0.09
H 3.450152 0.528298 -4.564457 -0.2 -0.1 0.3 0.00
H 3.684200 -3.042488 1.650863 -0.7 0.3 0.8 0.00
H 2.842988 -4.794107 -0.842059 0.1 0.1 0.2 0.00
H 0.218551 -2.896392 1.974504 0.2 -0.6 1.6 0.00
H -0.136781 -2.177436 3.214958 -1.0 0.8 0.9 0.00
H -3.233845 1.560564 -4.748840 -0.3 -0.5 -0.4 0.00
O 2.655069 -5.670426 -1.182048 -0.5 -0.3 0.0 0.00
H -1.995299 -1.447714 -2.811141 -0.6 -0.9 -1.3 0.00
H 3.073298 0.496606 5.414659 1.0 1.2 -1.3 0.00
H 0.876527 0.667273 -3.688642 -1.5 -1.6 1.0 0.00
H 0.873168 2.466780 -4.162092 -0.4 -0.2 -0.9 0.00
O -3.399316 -4.323406 2.735673 -0.7 0.7 0.4 0.00
O 1.374405 0.876426 -4.455019 2.1 2.5 -2.0 0.00
O 1.081915 3.101626 5.663950 -0.5 0.9 -0.5 0.11
O -1.400326 3.340162 -1.962519 -0.1 -0.2 0.5 0.00
H -4.499625 1.508557 -0.951195 -0.1 0.8 1.2 0.00
O 4.094604 0.503633 -3.845250 0.3 0.0 -0.5 0.00
H 2.018993 -6.051964 -0.557137 0.4 0.2 -0.1 0.00
H 3.611539 3.359191 -4.158067 0.1 0.3 -0.4 0.00
O -1.336620 -3.847504 -1.821248 2.3 2.7 -1.2 0.00
H -1.021200 -3.893644 -2.806357 -1.0 0.2 2.2 0.00
H 0.258657 -5.187818 -2.995089 0.7 1.3 -1.2 0.00
O -4.077130 3.267475 1.140890 1.2 -0.8 0.8 0.00
O 2.653634 -2.265947 3.713884 1.8 -0.2 -0.3 0.00
H -4.220602 -0.365946 1.655963 0.1 -0.6 0.1 0.00
H 0.780737 2.467782 2.711120 -0.7 -0.8 0.0 -0.01
H -4.659485 -1.388502 -3.357523 -0.4 0.4 0.0 0.00
H 1.272704 0.461577 -5.302816 -0.9 -0.8 0.3 0.00
```
Positions in Å, forces in eV/Å.